Record 1
93
Properties=species:S:1:pos:R:3 method="wB97M-V/def2-TZVPD" e_lumo_ev=2.6 molar_mass_g_mol=682.92 total_charge=-1
Ca -0.509 -0.365 0.126
C 0.571 -4.306 2.021
C 1.503 -3.109 1.992
C 2.461 -2.995 0.980
C 2.670 -4.163 0.037
C 3.229 -1.824 0.871
C 4.232 -1.662 -0.256
C 3.071 -0.799 1.811
C 3.839 0.501 1.703
C 2.177 -0.956 2.874
C 2.051 0.159 3.886
C 1.407 -2.118 2.977
C 0.480 -2.312 4.162
H 0.410 -4.703 1.017
H -0.409 -4.019 2.403
H 0.958 -5.118 2.650
H 1.990 -4.129 -0.819
H 2.504 -5.110 0.554
H 3.689 -4.186 -0.350
H 4.001 -2.307 -1.099
H 5.249 -1.898 0.081
H 4.241 -0.639 -0.634
H 3.188 1.284 1.293
H 4.718 0.417 1.068
H 4.173 0.842 2.685
H 1.900 1.115 3.387
H 2.953 0.231 4.508
H 1.197 0.023 4.546
H -0.452 -1.743 4.046
H 0.955 -1.975 5.083
H 0.218 -3.360 4.300
C -2.848 1.769 2.311
C -1.800 2.195 1.295
C -1.955 3.655 0.919
O -1.981 1.350 0.121
C -0.398 1.952 1.942
O -0.025 2.730 2.812
O 0.226 0.895 1.517
H -3.834 1.781 1.843
H -2.833 2.454 3.161
H -2.645 0.761 2.680
H -2.996 3.873 0.665
H -1.318 3.899 0.061
H -1.645 4.271 1.762
H -1.370 1.730 -0.595
C 1.886 -1.182 -2.943
C 0.865 -2.191 -2.500
C 0.713 -3.368 -3.209
C -0.279 -4.266 -2.807
C -1.066 -3.989 -1.718
C -0.873 -2.774 -0.989
N 0.097 -1.892 -1.419
N -1.568 -2.410 0.119
Si -3.025 -3.105 0.679
C -4.414 -2.782 -0.532
C -3.056 -4.952 1.026
C -3.443 -2.289 2.303
H 1.425 -0.473 -3.633
H 2.726 -1.666 -3.448
H 2.247 -0.596 -2.105
H 1.354 -3.578 -4.056
H -0.423 -5.195 -3.351
H -1.837 -4.679 -1.392
H -4.271 -3.361 -1.456
H -4.431 -1.719 -0.804
H -5.396 -3.048 -0.112
H -3.052 -5.555 0.108
H -3.975 -5.191 1.578
H -2.201 -5.271 1.638
H -3.569 -1.206 2.174
H -2.644 -2.456 3.041
H -4.379 -2.691 2.714
C -0.158 7.947 -3.569
C -0.112 6.505 -3.113
C -1.140 5.621 -3.398
C -1.082 4.267 -3.049
C -2.268 3.393 -3.371
C 0.060 3.770 -2.393
Se 0.294 1.897 -2.041
C 1.085 4.673 -2.036
C 2.301 4.227 -1.259
C 0.982 6.014 -2.413
H -1.146 8.208 -3.958
H 0.571 8.125 -4.365
H 0.080 8.633 -2.751
H -2.024 5.989 -3.918
H -2.831 3.799 -4.217
H -2.942 3.330 -2.511
H -1.949 2.379 -3.603
H 2.032 3.489 -0.502
H 2.779 5.085 -0.775
H 3.032 3.748 -1.919
H 1.786 6.697 -2.141

Record 2
11
Properties=species:S:1:pos:R:3 method="wB97M-V/def2-TZVPD" e_lumo_ev=-6.2 molar_mass_g_mol=92.14 total_charge=+1
C 0.875 -0.811 -2.492
C 0.567 -0.205 0.589
N -1.097 0.569 1.177
O 0.270 -1.132 -0.116
S 1.414 0.596 -2.273
H 0.305 -1.685 -2.579
H 1.255 0.612 0.070
H 0.821 -0.299 1.713
H -1.116 0.659 2.146
H -1.998 0.131 1.022
H -1.296 1.565 0.742

Record 3
94
Properties=species:S:1:pos:R:3 method="wB97M-V/def2-TZVPD" e_lumo_ev=-3.1 molar_mass_g_mol=613.24 total_charge=+1
C 2.895 -3.391 1.257
C 1.573 -4.124 1.160
O 1.086 -4.000 -0.203
N -0.131 -4.606 -0.340
C -1.262 -3.959 -0.143
N -2.471 -4.540 -0.239
C -3.359 -3.598 0.040
N -4.731 -3.743 0.052
C -5.187 -4.768 -0.931
C -5.299 -4.121 1.370
C -4.531 -5.045 2.265
O -6.375 -3.734 1.637
N -2.772 -2.409 0.277
C -3.326 -1.119 0.591
S -3.968 -0.983 2.296
O -5.371 -0.773 2.218
O -3.102 -0.080 2.982
N -1.402 -2.648 0.170
Cl -0.279 -1.433 0.371
H 2.806 -2.595 1.989
H 3.187 -2.935 0.319
H 3.660 -4.064 1.628
H 0.850 -3.707 1.861
H 1.658 -5.188 1.376
H -0.160 -5.579 -0.631
H -4.877 -4.480 -1.928
H -4.821 -5.759 -0.677
H -6.270 -4.769 -0.891
H -3.452 -4.980 2.174
H -4.835 -6.067 2.049
H -4.828 -4.827 3.286
H -4.115 -0.856 -0.107
H -2.538 -0.374 0.547
H -3.710 -2.228 2.781
C 5.413 1.386 0.216
C 4.483 0.270 -0.231
C 3.568 0.721 -1.357
O 3.698 -0.192 0.876
H 4.833 2.236 0.584
H 6.058 1.047 1.027
H 6.040 1.730 -0.607
H 5.074 -0.589 -0.553
H 2.936 1.549 -1.028
H 2.909 -0.094 -1.664
H 4.137 1.052 -2.225
H 3.172 0.556 1.179
C -0.116 4.752 -0.412
C 1.209 4.063 -0.127
C 2.180 4.997 0.576
O 1.788 3.579 -1.343
H 0.044 5.614 -1.064
H -0.802 4.072 -0.920
H -0.587 5.098 0.509
H 1.033 3.176 0.488
H 2.390 5.855 -0.070
H 3.123 4.487 0.780
H 1.770 5.356 1.521
H 1.953 4.343 -1.908
C -1.188 -5.484 -4.505
C -0.913 -6.829 -3.854
C -1.835 -7.913 -4.384
O -1.047 -6.723 -2.428
H -2.215 -5.165 -4.298
H -0.516 -4.721 -4.111
H -1.059 -5.534 -5.586
H 0.124 -7.114 -4.029
H -2.879 -7.662 -4.174
H -1.622 -8.867 -3.905
H -1.723 -8.033 -5.461
H -1.959 -6.476 -2.239
C -0.303 1.355 5.276
C -0.205 2.610 4.422
C -1.001 3.756 5.024
O -0.652 2.339 3.091
H -1.342 1.023 5.343
H 0.276 0.544 4.831
H 0.068 1.532 6.286
H 0.840 2.904 4.324
H -2.060 3.491 5.086
H -0.919 4.647 4.401
H -0.650 4.000 6.027
H -1.578 2.074 3.144
C 3.841 9.146 -2.067
C 2.915 8.024 -2.505
C 2.001 8.459 -3.640
O 2.139 7.559 -1.393
H 3.260 9.997 -1.701
H 4.488 8.814 -1.255
H 4.466 9.488 -2.892
H 3.508 7.166 -2.823
H 1.368 9.290 -3.319
H 1.346 7.642 -3.942
H 2.576 8.782 -4.508
H 1.601 8.296 -1.083

Record 4
56
Properties=species:S:1:pos:R:3 method="wB97M-V/def2-TZVPD" e_lumo_ev=0.6 molar_mass_g_mol=402.50 smiles="CN1CCN(C(=O)/C(=C/c2cn(C)c3ccccc23)NC(=O)c2ccccc2)CC1"
C -5.406 1.387 -3.238
N -4.841 1.792 -1.969
C -4.166 0.730 -1.249
C -2.768 0.421 -1.812
N -1.980 1.631 -1.822
C -0.752 1.838 -1.288
O -0.074 2.808 -1.611
C -0.208 0.851 -0.316
C -0.937 0.239 0.639
C -0.478 -0.771 1.555
C -0.918 -0.923 2.849
N -0.271 -1.945 3.467
C 0.602 -2.506 2.575
C 1.473 -3.576 2.736
C 2.232 -3.953 1.648
C 2.112 -3.296 0.422
C 1.246 -2.237 0.256
C 0.494 -1.807 1.348
H 1.154 -1.754 -0.704
H 2.712 -3.630 -0.412
H 2.926 -4.776 1.741
H 1.554 -4.096 3.679
C -0.425 -2.339 4.837
H 0.509 -2.194 5.385
H -1.202 -1.734 5.301
H -0.709 -3.393 4.903
H -1.634 -0.326 3.382
H -1.959 0.564 0.782
N 1.184 0.744 -0.424
C 2.069 0.721 0.620
O 1.753 0.686 1.789
C 3.491 0.682 0.166
C 3.979 1.523 -0.828
C 5.310 1.454 -1.200
C 6.157 0.542 -0.592
C 5.676 -0.292 0.405
C 4.351 -0.216 0.791
H 3.959 -0.854 1.569
H 6.337 -0.999 0.884
H 7.194 0.487 -0.890
H 5.688 2.115 -1.965
H 3.332 2.256 -1.290
H 1.554 1.048 -1.315
C -2.597 2.677 -2.613
C -3.993 2.967 -2.041
H -4.492 3.727 -2.645
H -3.880 3.352 -1.023
H -1.963 3.562 -2.560
H -2.670 2.357 -3.660
H -2.273 -0.356 -1.232
H -2.868 0.069 -2.848
H -4.786 -0.168 -1.275
H -4.068 1.054 -0.208
H -5.972 2.223 -3.647
H -4.668 1.071 -3.989
H -6.093 0.559 -3.064

Record 5
6
Properties=species:S:1:pos:R:3 method="wB97M-V/def2-TZVPD" e_lumo_ev=-0.3 molar_mass_g_mol=59.04
C 0.328 0.436 0.638
C -0.426 0.261 -0.585
N 0.036 1.481 -0.055
F -2.394 0.082 0.023
H 0.771 0.340 1.567
H -0.723 -0.208 -1.368